Entry 1:
{
  "formula": "C5H8N2",
  "method": "ωB97M-V/def2-TZVPD",
  "homo_lumo_gap_ev": 10.34,
  "total_energy_ev": -8293.5577,
  "relative_energy_kcal_mol": 33.18,
  "elements": ["C", "N", "C", "C", "C", "C", "N", "H", "H", "H", "H", "H", "H", "H", "H"],
  "coordinates": [[2.199, -0.349, 0.246], [1.126, -0.075, -0.747], [0.703, 1.217, -0.501], [-0.573, 1.194, -0.067], [-0.950, -0.192, -0.168], [-2.282, -0.772, 0.186], [0.048, -0.936, -0.565], [3.007, -0.940, -0.170], [1.715, -0.857, 1.085], [2.601, 0.591, 0.644], [1.430, 2.007, -0.627], [-1.136, 2.014, 0.350], [-3.092, -0.121, -0.154], [-2.366, -0.872, 1.275], [-2.397, -1.763, -0.259]],
  "lowdin_charge": [-0.045, -0.180, -0.133, -0.020, -0.362, -0.041, 0.088, 0.074, 0.089, 0.078, 0.120, 0.100, 0.075, 0.081, 0.077]
}

=====

Entry 2:
{
  "formula": "C10H19N3O4",
  "method": "ωB97M-V/def2-TZVPD",
  "homo_lumo_gap_ev": 10.12,
  "total_energy_ev": -23338.6227,
  "relative_energy_kcal_mol": 48.94,
  "elements": ["C", "C", "C", "C", "C", "C", "C", "C", "C", "C", "H", "H", "H", "H", "H", "H", "H", "H", "H", "H", "H", "H", "H", "H", "H", "H", "H", "H", "H", "N", "N", "N", "O", "O", "O", "O"],
  "coordinates": [[-1.659, -0.701, -0.999], [-0.104, -0.989, -1.019], [-1.878, -0.477, 0.468], [-3.445, -0.606, 0.854], [-4.290, 0.579, 0.368], [2.172, -0.128, -0.413], [2.251, -1.291, 0.618], [2.921, 1.178, 0.075], [4.313, 0.899, 0.696], [3.093, 2.166, -1.071], [-1.970, -2.012, -2.636], [-2.089, -2.574, -1.043], [-1.850, 0.202, -1.590], [-1.423, 0.466, 0.838], [-1.286, -1.304, 0.892], [-3.726, -1.660, 0.475], [-3.529, -0.774, 1.954], [-5.895, 1.623, 0.730], [-5.831, 0.423, 1.932], [0.380, 0.997, -0.796], [2.805, -0.403, -1.357], [2.266, 1.576, 0.865], [4.070, 0.330, 1.571], [4.889, 0.300, -0.042], [4.948, 1.747, 1.140], [2.154, 2.822, -1.199], [3.909, 2.874, -0.866], [3.350, 1.669, -2.016], [1.692, -2.000, 2.291], [-2.407, -1.821, -1.674], [-5.418, 0.843, 1.114], [0.769, 0.112, -0.778], [0.303, -2.116, -1.149], [-4.106, 1.278, -0.605], [3.280, -1.891, 0.736], [1.341, -1.335, 1.635]],
  "lowdin_charge": [-0.340, -0.419, -0.145, -0.081, -0.528, -0.181, -0.483, -0.378, -0.071, -0.089, 0.115, 0.071, 0.133, 0.129, 0.109, 0.132, 0.107, 0.088, 0.100, 0.103, 0.182, 0.137, 0.054, 0.098, 0.109, 0.099, 0.074, 0.082, 0.154, 0.048, 0.141, 0.120, 0.086, 0.056, 0.104, 0.084]
}

=====

Entry 3:
{
  "formula": "C6H11O",
  "method": "ωB97M-V/def2-TZVPD",
  "homo_lumo_gap_ev": 3.96,
  "total_charge": -1,
  "total_energy_ev": -8439.1020,
  "relative_energy_kcal_mol": 179.16,
  "elements": ["C", "O", "C", "C", "C", "C", "C", "H", "H", "H", "H", "H", "H", "H", "H", "H", "H", "H"],
  "coordinates": [[-2.735, 1.356, 0.281], [-3.618, 1.786, -0.684], [-1.154, 1.094, -0.264], [-0.468, 0.017, 0.599], [0.995, -0.210, 0.206], [2.020, -0.818, 0.811], [2.956, -1.585, -0.141], [-2.502, 1.966, 1.192], [-3.017, 0.310, 0.609], [-0.457, 2.020, -0.438], [-1.297, 0.736, -1.274], [-1.109, -0.892, 0.443], [-0.280, 0.386, 1.647], [-0.166, -1.251, -0.979], [1.030, 0.220, -0.827], [2.781, -2.618, -0.426], [3.045, -1.092, -1.105], [3.977, -1.425, 0.350]],
  "lowdin_charge": [-0.485, -0.395, -0.236, -0.367, -0.268, -0.059, -0.175, 0.068, 0.070, 0.114, 0.053, 0.081, 0.112, 0.221, 0.097, 0.058, 0.049, 0.063]
}

=====

Entry 4:
{
  "formula": "C7H3Cl2O5",
  "method": "ωB97M-V/def2-TZVPD",
  "homo_lumo_gap_ev": [6.59, 6.40],
  "total_charge": -1,
  "total_energy_ev": -42586.2501,
  "s_squared": 2.015,
  "multiplicity": 3,
  "elements": ["C", "C", "C", "C", "C", "C", "C", "O", "O", "O", "O", "O", "Cl", "Cl", "H", "H", "H"],
  "coordinates": [[0.006, 1.304, 0.578], [0.966, 0.401, 0.488], [-1.437, 0.991, 0.958], [-0.312, -3.176, -0.144], [-2.295, 0.639, -0.168], [1.035, -1.062, 0.684], [-0.242, -1.717, 0.634], [0.720, -3.686, 0.259], [-1.739, 1.346, 2.096], [-1.171, -3.461, -0.896], [0.286, -1.481, 1.844], [2.208, -1.620, 0.463], [2.470, 1.274, 0.126], [-3.877, 0.261, 0.108], [0.320, 2.295, 0.510], [-1.960, 0.399, -1.090], [1.893, -2.624, 0.237]],
  "lowdin_charge": [-0.099, -0.475, -0.473, -0.685, -0.490, -0.593, -0.046, 0.005, 0.062, 0.058, 0.107, 0.021, 0.642, 0.733, 0.067, 0.034, 0.133]
}

=====

Entry 5:
{
  "formula": "C12H17Br4IrO9P3",
  "method": "ωB97M-V/def2-TZVPD",
  "homo_lumo_gap_ev": [7.08, 6.40],
  "total_energy_ev": -342027.5068,
  "s_squared": 0.759,
  "multiplicity": 2,
  "relative_energy_kcal_mol": 51.06,
  "elements": ["Ir", "O", "P", "O", "O", "O", "P", "O", "O", "O", "H", "H", "Br", "C", "C", "Br", "C", "Br", "C", "O", "C", "O", "C", "Br", "C", "C", "P", "C", "C", "C", "C", "H", "H", "H", "H", "H", "H", "H", "H", "H", "H", "H", "H", "H", "H", "H"],
  "coordinates": [[0.084, 0.074, 0.088], [-1.740, -1.460, -3.064], [-2.206, -0.911, -1.649], [-3.567, -1.227, -1.261], [-1.073, -1.499, -0.683], [-1.744, 0.615, -1.639], [-2.365, 1.625, -0.397], [-1.571, 2.956, -0.659], [-3.801, 1.769, -0.507], [-1.669, 0.843, 0.764], [-2.496, -1.563, -3.655], [-0.680, 2.942, -0.263], [4.950, 4.954, 0.977], [4.076, 3.331, 0.608], [4.805, 2.200, 0.229], [6.679, 2.271, 0.087], [4.146, 1.001, -0.048], [5.031, -0.574, -0.583], [2.768, 0.946, 0.058], [2.052, -0.158, -0.188], [2.049, 2.073, 0.453], [0.724, 1.882, 0.529], [2.685, 3.271, 0.720], [1.605, 4.730, 1.194], [-1.221, -4.066, 0.972], [-0.333, -3.870, -0.255], [0.600, -2.299, -0.288], [1.696, -2.552, 1.171], [2.674, -3.722, 1.009], [1.435, -2.250, -1.903], [1.717, -3.619, -2.525], [-1.781, -4.995, 0.875], [-1.941, -3.255, 1.077], [-0.636, -4.134, 1.889], [-0.922, -3.903, -1.172], [0.410, -4.667, -0.319], [1.024, -2.712, 2.017], [2.247, -1.637, 1.353], [2.193, -4.665, 0.759], [3.196, -3.865, 1.956], [3.427, -3.497, 0.253], [2.348, -1.675, -1.772], [0.774, -1.676, -2.556], [2.351, -4.242, -1.893], [2.243, -3.464, -3.466], [0.804, -4.168, -2.748]],
  "lowdin_charge": [1.424, -0.084, 0.270, -0.194, -0.529, -0.315, 0.270, -0.091, -0.212, -0.414, 0.103, 0.041, 0.742, -0.743, -0.745, 0.736, -0.632, 0.800, -0.375, -0.366, -0.368, -0.266, -0.645, 0.827, -0.106, -0.323, 0.927, -0.323, -0.113, -0.301, -0.112, 0.081, 0.080, 0.067, 0.092, 0.079, 0.083, 0.063, 0.063, 0.083, 0.062, 0.057, 0.085, 0.068, 0.084, 0.071]
}

=====

Entry 6:
{
  "formula": "C4H6O2",
  "method": "ωB97M-V/def2-TZVPD",
  "homo_lumo_gap_ev": 10.01,
  "total_energy_ev": -8337.3010,
  "relative_energy_kcal_mol": 72.87,
  "elements": ["C", "C", "C", "C", "O", "O", "H", "H", "H", "H", "H", "H"],
  "coordinates": [[-1.188, 0.471, -0.218], [-0.709, 0.112, 0.987], [0.036, -0.034, -1.043], [0.645, -0.282, 0.533], [0.645, 0.988, -1.813], [1.176, -1.527, 0.935], [-2.119, 1.122, -0.440], [-0.868, -0.078, 2.053], [0.070, -0.957, -1.593], [1.410, 0.382, 0.731], [0.355, 1.917, -1.486], [0.546, -2.115, 1.354]],
  "lowdin_charge": [-0.029, -0.048, -0.240, -0.304, -0.070, -0.022, 0.126, 0.115, 0.134, 0.117, 0.139, 0.084]
}

=====

Entry 7:
{
  "formula": "C55H43Cl4MgNO2P2S",
  "method": "ωB97M-V/def2-TZVPD",
  "homo_lumo_gap_ev": 5.31,
  "total_energy_ev": -148261.0077,
  "relative_energy_kcal_mol": 75.27,
  "elements": ["Mg", "Cl", "C", "Cl", "H", "H", "O", "C", "C", "C", "C", "C", "C", "P", "C", "C", "C", "C", "C", "C", "C", "C", "C", "C", "C", "C", "C", "C", "C", "C", "C", "C", "P", "C", "C", "C", "C", "C", "C", "C", "C", "C", "C", "C", "C", "H", "H", "H", "H", "H", "H", "H", "H", "H", "H", "H", "H", "H", "H", "H", "H", "H", "H", "H", "H", "H", "H", "H", "H", "H", "H", "H", "H", "O", "S", "C", "C", "C", "C", "C", "C", "C", "C", "C", "C", "C", "C", "H", "H", "H", "H", "H", "H", "H", "H", "H", "H", "Cl", "C", "C", "C", "C", "C", "Cl", "C", "N", "H", "H", "H"],
  "coordinates": [[0.139, 0.445, 1.251], [1.992, 1.328, 4.139], [0.814, 0.850, 5.334], [-0.798, 1.507, 5.019], [1.138, 1.175, 6.288], [0.756, -0.251, 5.323], [0.626, 2.123, -2.134], [1.743, 1.255, -2.640], [3.046, 0.968, -4.795], [2.951, -0.349, -5.118], [2.021, -1.359, -4.590], [1.563, -1.334, -3.338], [1.650, -0.203, -2.349], [1.511, -0.467, -0.581], [2.822, 0.763, -1.881], [2.110, 1.825, -3.975], [2.641, 3.206, -3.657], [3.801, 3.400, -3.005], [4.614, 2.321, -2.471], [4.193, 1.081, -2.017], [2.776, -1.770, -0.382], [2.702, -2.493, 0.769], [3.631, -3.492, 1.095], [4.583, -3.840, 0.110], [4.653, -3.116, -1.056], [3.790, -2.056, -1.291], [0.491, 2.503, -0.848], [1.535, 2.897, -0.031], [1.362, 3.006, 1.344], [0.078, 2.843, 1.880], [-1.011, 2.741, 0.993], [-0.847, 2.511, -0.359], [-2.179, 2.034, -1.554], [-1.751, 3.350, -2.749], [-1.193, 4.589, -2.467], [-0.733, 5.431, -3.468], [-0.922, 5.094, -4.823], [-1.431, 3.842, -5.102], [-1.882, 3.064, -4.044], [-3.693, 2.746, -0.762], [-4.827, 1.911, -0.799], [-6.037, 2.385, -0.403], [-6.182, 3.691, 0.054], [-5.085, 4.520, 0.087], [-3.842, 4.037, -0.311], [3.813, 1.491, -5.341], [3.627, -0.712, -5.874], [1.829, -2.202, -5.211], [0.984, -2.165, -2.988], [1.155, 1.989, -4.523], [2.074, 4.071, -3.989], [4.162, 4.411, -2.884], [5.698, 2.488, -2.304], [4.944, 0.379, -1.582], [1.926, -2.345, 1.482], [3.499, -4.111, 1.968], [5.190, -4.739, 0.187], [5.321, -3.451, -1.850], [3.909, -1.517, -2.226], [2.502, 2.917, -0.491], [2.216, 3.257, 1.946], [-0.131, 2.970, 2.957], [-2.028, 2.657, 1.420], [-0.950, 4.860, -1.459], [-0.247, 6.353, -3.251], [-0.639, 5.798, -5.636], [-1.523, 3.520, -6.119], [-2.175, 2.061, -4.331], [-4.669, 0.894, -1.163], [-6.907, 1.707, -0.404], [-7.147, 4.010, 0.373], [-5.154, 5.543, 0.366], [-3.003, 4.709, -0.367], [-0.027, -0.854, 2.841], [-0.481, -2.285, 2.616], [0.708, -3.304, 3.485], [0.621, -4.673, 3.202], [1.529, -5.518, 3.744], [2.539, -5.065, 4.592], [2.690, -3.711, 4.776], [1.781, -2.804, 4.208], [-1.842, -2.474, 3.732], [-3.099, -2.776, 3.226], [-4.202, -2.800, 4.059], [-4.036, -2.683, 5.416], [-2.758, -2.502, 5.973], [-1.663, -2.401, 5.113], [-0.150, -4.957, 2.525], [1.466, -6.591, 3.574], [3.279, -5.808, 4.892], [3.475, -3.249, 5.354], [1.954, -1.735, 4.288], [-3.249, -2.968, 2.157], [-5.180, -2.940, 3.608], [-4.964, -2.628, 6.021], [-2.607, -2.423, 7.046], [-0.636, -2.300, 5.503], [-2.593, -0.072, 0.886], [-2.374, -1.392, -0.275], [-3.539, -2.004, -0.747], [-3.468, -3.146, -1.542], [-2.211, -3.717, -1.706], [-1.024, -3.100, -1.202], [0.489, -3.947, -1.341], [-1.040, -1.849, -0.589], [-0.043, -1.063, -0.125], [-4.464, -1.551, -0.567], [-4.338, -3.606, -1.936], [-2.139, -4.660, -2.199]],
  "lowdin_charge": [0.520, 0.636, -0.988, 0.581, 0.016, 0.001, -0.010, -0.346, -0.025, -0.078, -0.084, -0.062, -0.280, 0.968, -0.252, -0.202, -0.063, -0.120, -0.127, -0.085, -0.333, -0.137, -0.050, -0.090, -0.087, -0.079, -0.324, 0.004, -0.101, -0.185, -0.159, -0.337, 1.153, -0.393, -0.090, -0.070, -0.081, -0.081, -0.139, -0.376, -0.136, -0.097, -0.084, -0.073, -0.090, 0.107, 0.088, 0.087, 0.034, 0.154, 0.094, 0.091, 0.087, 0.110, 0.045, 0.081, 0.098, 0.108, 0.099, 0.115, 0.099, 0.058, 0.110, 0.100, 0.093, 0.114, 0.098, 0.103, 0.080, 0.113, 0.096, 0.096, 0.097, -0.588, 1.055, -0.380, -0.073, -0.080, -0.072, -0.064, -0.070, -0.362, -0.079, -0.079, -0.073, -0.052, -0.065, 0.112, 0.117, 0.115, 0.110, 0.092, 0.112, 0.115, 0.120, 0.108, 0.114, 0.771, -0.512, -0.131, -0.097, -0.097, -0.572, 0.749, -0.437, -0.280, 0.074, 0.090, 0.089]
}

=====

Entry 8:
{
  "formula": "C7H14N3",
  "method": "ωB97M-V/def2-TZVPD",
  "homo_lumo_gap_ev": [7.35, 6.75],
  "total_charge": 1,
  "total_energy_ev": -11942.9826,
  "s_squared": 2.031,
  "multiplicity": 3,
  "relative_energy_kcal_mol": 45.62,
  "elements": ["C", "C", "C", "C", "C", "C", "C", "N", "N", "N", "H", "H", "H", "H", "H", "H", "H", "H", "H", "H", "H", "H", "H", "H"],
  "coordinates": [[2.432, -0.746, 0.136], [0.314, -1.508, -0.755], [-0.001, 1.075, -0.059], [-0.623, -0.597, 0.075], [-0.998, 2.207, -0.333], [-1.988, -0.621, -0.643], [-0.523, -0.982, 1.486], [1.691, -1.642, -0.329], [2.319, 0.637, 0.281], [1.255, 1.528, 0.090], [3.503, -1.114, 0.404], [-0.001, -2.523, -0.542], [0.217, -1.402, -1.816], [-2.057, 1.916, -0.211], [-1.047, 2.440, -1.394], [-0.807, 3.139, -0.035], [-2.198, -1.793, -0.643], [-1.795, -0.347, -1.683], [-2.843, -0.083, -0.272], [-0.604, -0.073, 2.237], [0.433, -1.546, 1.757], [-1.290, -1.573, 1.742], [3.128, 1.152, 0.553], [1.483, 2.456, -0.044]],
  "lowdin_charge": [-0.148, -0.159, -0.129, -0.426, -0.028, -0.039, -0.055, 0.126, 0.191, 0.092, 0.178, 0.135, 0.138, 0.089, 0.094, 0.030, 0.144, 0.089, 0.078, 0.144, 0.112, 0.040, 0.163, 0.142]
}

=====

Repeat the eighth record exactly.
{
  "formula": "C7H14N3",
  "method": "ωB97M-V/def2-TZVPD",
  "homo_lumo_gap_ev": [7.35, 6.75],
  "total_charge": 1,
  "total_energy_ev": -11942.9826,
  "s_squared": 2.031,
  "multiplicity": 3,
  "relative_energy_kcal_mol": 45.62,
  "elements": ["C", "C", "C", "C", "C", "C", "C", "N", "N", "N", "H", "H", "H", "H", "H", "H", "H", "H", "H", "H", "H", "H", "H", "H"],
  "coordinates": [[2.432, -0.746, 0.136], [0.314, -1.508, -0.755], [-0.001, 1.075, -0.059], [-0.623, -0.597, 0.075], [-0.998, 2.207, -0.333], [-1.988, -0.621, -0.643], [-0.523, -0.982, 1.486], [1.691, -1.642, -0.329], [2.319, 0.637, 0.281], [1.255, 1.528, 0.090], [3.503, -1.114, 0.404], [-0.001, -2.523, -0.542], [0.217, -1.402, -1.816], [-2.057, 1.916, -0.211], [-1.047, 2.440, -1.394], [-0.807, 3.139, -0.035], [-2.198, -1.793, -0.643], [-1.795, -0.347, -1.683], [-2.843, -0.083, -0.272], [-0.604, -0.073, 2.237], [0.433, -1.546, 1.757], [-1.290, -1.573, 1.742], [3.128, 1.152, 0.553], [1.483, 2.456, -0.044]],
  "lowdin_charge": [-0.148, -0.159, -0.129, -0.426, -0.028, -0.039, -0.055, 0.126, 0.191, 0.092, 0.178, 0.135, 0.138, 0.089, 0.094, 0.030, 0.144, 0.089, 0.078, 0.144, 0.112, 0.040, 0.163, 0.142]
}